Density functional theory data (wB97M-V/def2-TZVPD) for a structure of composition C11H23CoN3O6 at a distorted geometry.

total charge = +1
orbital gap (alpha / beta) = 7.67 / 6.82 eV
2S+1 = 5
⟨S²⟩ = 6.23

Each line ends with the Löwdin charge.
Cartesian coordinates (Å):
O (1.642321, -4.177867, -3.271396)  -0.11
H (2.507513, -3.827715, -2.902976)  0.06
Co (0.239808, -0.590850, -0.400667)  0.68
N (0.680058, 1.104979, 0.098726)  -0.12
N (1.144834, -0.071568, -1.973680)  -0.16
O (0.104738, 1.911445, 1.059931)  0.00
O (0.752439, -0.327516, -3.145715)  -0.03
C (1.794679, 1.594004, -0.497920)  -0.23
C (2.077329, 0.934172, -1.710860)  -0.22
C (2.567289, 2.671655, 0.163565)  0.00
C (3.049178, 1.386741, -2.733823)  -0.02
H (2.842866, 2.417467, 1.214955)  0.12
H (2.065298, 3.662433, 0.139179)  0.11
H (3.506758, 2.783112, -0.402173)  0.10
H (2.814236, 0.806815, -3.629871)  0.08
H (4.066137, 1.116625, -2.416250)  0.10
H (2.995668, 2.459534, -2.999030)  0.10
H (0.765277, 2.623282, 1.230324)  0.10
H (0.975125, -3.668782, -2.687561)  0.05
O (-1.693971, 2.078795, -1.570579)  -0.05
H (-1.844417, 2.756469, -0.887514)  0.06
H (-1.661220, 2.582184, -2.407830)  0.07
C (1.010427, -1.697449, 0.808791)  -0.16
H (0.159603, -2.313992, 1.238341)  0.05
H (1.400170, -1.185670, 1.726183)  0.03
H (1.457533, -2.448281, -0.023153)  0.09
O (1.245742, -1.839405, 4.346733)  -0.07
H (2.204135, -1.714397, 4.461296)  0.05
H (1.144210, -2.804240, 4.353510)  0.05
O (-1.291582, -0.944869, -1.754412)  -0.12
C (-2.646410, -0.798078, -1.328778)  -0.13
C (-2.608495, -0.531883, 0.139270)  -0.19
C (-3.733080, -0.515299, 0.975130)  0.01
C (-3.588286, -0.317660, 2.341132)  -0.02
C (-2.290174, -0.201343, 2.829441)  -0.01
C (-1.225906, -0.262470, 1.954630)  -0.12
N (-1.361452, -0.359893, 0.627302)  0.00
H (-1.131910, -0.919518, -2.726640)  0.13
H (-3.201457, -1.724936, -1.533554)  0.14
H (-3.151144, 0.014841, -1.865374)  0.13
H (-4.703626, -0.683065, 0.512480)  0.13
H (-4.443593, -0.283394, 3.018732)  0.13
H (-2.075495, -0.084255, 3.880117)  0.12
H (-0.216670, -0.306256, 2.311317)  0.08

Force components x, y, z for each atom (eV/Å):
-0.0739 2.0674 2.3490
-1.3680 -0.7466 -0.8163
-1.7834 0.0513 -1.3641
1.5551 2.7120 -0.0884
1.2445 2.4099 -1.6078
0.9777 0.3943 0.3117
1.1518 -0.2316 0.2111
-1.3146 -1.4207 0.8125
-0.8813 -0.5640 -0.5620
1.0186 0.6896 -0.4076
0.1965 -0.1923 -0.4318
-0.3223 0.0789 -0.7117
0.1979 -0.5090 0.0161
-0.2927 0.1627 0.3794
0.1935 0.1779 -0.0575
-0.1299 0.2749 -0.1658
0.0154 -0.5107 0.3208
-0.7377 -0.4542 0.1391
1.4399 -1.3058 -1.5512
-0.0374 0.7782 -0.2721
0.0823 -0.3808 -0.3347
-0.0452 -0.3542 0.5772
0.1619 -4.1453 1.2793
0.8199 0.5222 -0.5763
0.9789 -0.9410 -1.2968
0.2537 1.6981 2.3234
0.5264 -0.2821 -0.1137
-0.5036 -0.0041 0.0226
-0.0478 0.3424 0.0291
-0.5583 -0.4734 -0.6732
-0.3971 -0.2229 -0.6682
0.4617 0.2443 0.8417
-0.0031 -0.0826 -0.6782
0.2691 0.0363 -0.2239
0.0730 0.0123 0.0313
-0.5016 0.0322 0.1889
-3.2623 -0.4744 1.3669
-0.0873 0.1499 0.8270
0.1112 0.1437 0.1198
0.2718 -0.0453 0.1238
0.1081 0.0799 0.2027
0.2332 -0.0377 -0.3225
-0.0856 -0.0605 0.0954
0.0908 0.3805 0.3547



Density functional theory data (wB97M-V/def2-TZVPD) for a structure of composition C11H23CuN2O5S2 at a distorted geometry.

total charge = 0
orbital gap = 8.66 eV

Each line ends with the Löwdin charge.
Cartesian coordinates (Å):
C (-4.508009, -1.888243, 0.474277)  0.00
C (-3.374667, -2.790743, 0.081494)  -0.51
O (-2.546757, -3.151471, 0.874506)  0.09
N (-3.356707, -3.222779, -1.300086)  0.02
C (-2.058394, -2.983063, -1.970304)  -0.21
C (-2.099349, -1.772046, -2.894193)  -0.18
C (-2.331127, -0.389184, -2.261941)  -0.21
C (-1.076763, 0.479460, -2.143470)  -0.22
S (-0.059700, -0.079671, -0.793595)  0.54
O (-0.922268, -0.776181, 0.154169)  -0.35
O (0.980978, -0.921058, -1.355110)  -0.31
N (0.658104, 1.199517, -0.161798)  -0.31
S (0.118288, 1.749990, 1.210413)  0.57
O (-1.131233, 2.473470, 1.163547)  -0.31
O (0.044775, 0.670592, 2.221164)  -0.39
C (1.372521, 2.913879, 1.680387)  -0.23
C (2.752094, 2.767656, 1.041941)  -0.21
C (3.532049, 1.432769, 1.141323)  -0.39
C (5.037857, 1.798476, 1.040406)  -0.08
C (3.301628, 0.633948, 2.431042)  -0.06
H (-4.904552, -2.170887, 1.446074)  0.08
H (-4.108106, -0.872012, 0.524485)  0.09
H (-5.277821, -1.894483, -0.292876)  0.08
H (-3.502701, -4.226547, -1.256138)  0.12
H (-1.859943, -3.848371, -2.606773)  0.12
H (-1.246727, -2.949903, -1.241348)  0.10
H (-2.931436, -1.942765, -3.581684)  0.11
H (-1.188969, -1.756973, -3.498921)  0.11
H (-2.847853, -0.437893, -1.305584)  0.09
H (-2.996749, 0.161104, -2.932330)  0.11
H (-1.307725, 1.537012, -2.034427)  0.10
H (-0.472512, 0.354419, -3.042264)  0.10
H (1.422092, 2.865186, 2.769564)  0.10
H (0.954019, 3.889962, 1.436967)  0.11
H (2.690386, 3.026594, -0.015790)  0.12
H (3.377656, 3.531864, 1.513979)  0.11
H (3.304847, 0.835599, 0.260673)  0.12
H (5.189406, 2.807884, 0.657405)  0.07
H (5.597251, 1.074408, 0.449406)  0.08
H (5.477948, 1.795790, 2.041225)  0.07
H (2.646194, -0.225153, 2.235848)  0.04
H (2.851291, 1.217003, 3.233594)  0.08
H (4.231769, 0.212133, 2.812367)  0.08
Cu (0.568915, -1.129286, 1.792378)  0.55

Force components x, y, z for each atom (eV/Å):
-0.0675 0.1119 -0.3945
-0.0266 -0.1990 0.1932
0.1693 -0.0456 0.0873
0.1059 0.2855 -0.0142
0.1659 -0.3422 -0.1107
-0.3606 0.0314 0.1105
-0.0919 0.2756 -0.4918
-0.3243 -0.3140 -0.0996
1.4506 -0.1479 -0.8723
-0.1923 -0.1955 0.4248
-0.3225 0.1901 0.0689
-0.2724 -0.1887 -0.0681
-1.1758 0.4924 0.0772
0.2822 0.0023 -0.2192
0.5482 0.4824 0.7853
0.3894 0.0129 0.0978
0.0926 -0.2139 0.0836
0.7144 0.6018 0.0509
-0.1023 -0.0596 0.3847
-0.1816 -0.4084 -0.2487
0.0650 0.0740 0.0431
-0.0188 -0.0121 0.1792
-0.1000 -0.0424 0.0846
-0.0664 0.0099 -0.0647
-0.0035 -0.0115 0.0427
0.0202 0.1749 -0.0129
0.0715 -0.0988 -0.0362
0.0385 0.0012 0.0589
0.0384 -0.0844 0.0138
-0.0161 0.0275 0.0720
-0.0059 -0.0382 0.3317
0.1564 0.1000 0.1140
-0.0888 -0.1401 -0.0179
-0.0460 -0.0644 -0.0977
-0.0492 0.0448 0.0274
-0.1415 0.0853 0.0412
-0.3065 -0.1304 0.1608
0.0566 -0.1408 -0.3403
0.0108 0.0723 -0.0875
0.0309 0.0704 -0.0213
-0.0872 0.0659 0.1371
-0.0037 0.0328 -0.0147
0.0120 0.0177 -0.0509
-0.3675 -0.3850 -0.4074



Density functional theory data (wB97M-V/def2-TZVPD) for a structure of composition C11H23EuF5NO3P2Te at a distorted geometry.

total charge = +1
orbital gap (alpha / beta) = 6.28 / 8.61 eV
2S+1 = 8
⟨S²⟩ = 15.76

Each line ends with the Löwdin charge.
Cartesian coordinates (Å):
Eu (0.130905, 1.453175, 0.977410)  1.31
P (2.184424, -0.802679, 0.948688)  0.75
C (2.311368, -0.651027, -0.924522)  -0.18
C (1.076537, -1.133158, -1.714860)  -0.30
N (-0.088431, -0.632104, -1.276684)  0.08
C (-1.235977, -1.129185, -1.724143)  -0.30
C (-1.208626, -2.122714, -2.704774)  -0.01
C (-0.024906, -2.663730, -3.207185)  -0.02
C (1.136384, -2.173588, -2.650843)  -0.02
C (-2.569266, -0.600971, -1.137894)  -0.29
P (-2.422508, 1.009315, -0.325323)  0.78
H (2.129729, -2.560140, -2.807687)  0.11
H (-2.190033, -2.344207, -3.033543)  0.11
H (-0.015792, -3.417509, -3.979654)  0.12
H (-3.307622, -0.565284, -1.945128)  0.10
H (-2.841295, -1.357002, -0.382255)  0.11
H (2.495168, 0.389581, -1.217452)  0.05
H (3.174677, -1.196501, -1.301584)  0.11
H (1.432138, 3.167870, -1.091663)  0.05
O (1.750954, 2.241942, -1.078351)  -0.13
H (2.172797, 2.120976, -1.938524)  0.07
H (-0.053468, 4.114998, 0.961150)  0.07
O (-0.155294, 3.758778, 0.067855)  -0.14
H (-1.068338, 3.917575, -0.225954)  0.06
C (-2.972151, 2.054867, -1.699298)  -0.28
H (-3.944361, 1.733350, -2.056937)  0.05
H (-3.038406, 3.085253, -1.349958)  0.04
H (-2.248819, 1.971093, -2.514043)  0.05
C (-3.898475, 0.958989, 0.764004)  -0.27
H (-3.881242, 1.875310, 1.375945)  0.04
H (-4.826186, 0.933431, 0.184781)  0.05
H (-3.822852, 0.084083, 1.426038)  0.05
C (2.086156, -2.563613, 1.214447)  -0.16
H (3.000734, -3.069057, 0.927291)  0.06
H (1.884069, -2.620206, 2.295526)  0.06
H (1.203064, -2.892213, 0.647118)  0.07
C (3.949175, -0.505310, 1.376062)  -0.14
H (4.050265, -0.262173, 2.433666)  0.06
H (4.551942, -1.408273, 1.216358)  0.07
H (4.477254, 0.267316, 0.809719)  0.07
F (-1.252795, -1.161998, 3.915288)  -0.41
Te (0.117891, 0.156931, 3.879026)  2.05
F (1.418497, 2.585426, 2.269318)  -0.64
F (1.384082, -1.182878, 4.403230)  -0.49
F (-1.398133, 1.317461, 2.772639)  -0.65
F (-0.502006, 0.436095, 5.637009)  -0.46
O (0.848784, -0.618297, 1.785678)  -0.73

Force components x, y, z for each atom (eV/Å):
-0.1844 0.6340 -1.7162
0.6781 -3.7684 -0.4927
-1.4978 0.8393 -1.0402
-0.3866 -0.6561 1.0883
0.3944 0.5467 0.6763
0.3543 0.2111 -0.4073
-0.1419 0.5081 0.0958
-0.7775 0.6160 0.4704
0.9376 0.8431 1.0163
1.3317 -1.3801 -0.5076
-1.0244 0.0254 0.2205
0.0021 -0.3162 -0.5935
-0.5926 -0.9236 -0.7368
-0.0675 -0.0919 0.0413
-0.1165 -0.1870 0.2822
-0.2885 0.2951 -0.2569
0.0450 -0.4518 0.4785
0.2915 -0.2972 0.7256
0.1847 -0.4762 0.1751
-0.1915 0.8662 -0.3452
-0.0772 0.0611 0.0793
0.0732 0.4136 0.0503
-0.6229 0.3423 -0.2465
0.4040 0.2304 0.2116
0.1311 0.1845 -0.0353
-0.2085 0.0552 -0.1022
-0.0518 0.1195 -0.2393
-0.0399 0.1896 0.0248
0.1531 0.3473 0.0567
-0.1214 -0.4227 -0.0792
0.0731 -0.1190 0.1136
-0.0694 0.3631 -0.1306
0.1868 -0.2503 -0.2596
-0.0943 -0.4315 -0.0498
0.1980 -0.4091 -0.4173
0.3331 -0.2358 0.2814
0.1858 1.0573 0.8126
-0.0208 0.0797 0.0711
-0.7367 -0.1554 -0.0771
-0.5931 0.2345 0.0392
1.2813 0.8031 -0.8412
-1.3627 -0.6178 2.1076
0.2051 0.0811 0.3692
-0.4100 0.2131 0.0012
0.4206 -0.6894 0.4730
0.3900 0.1966 -0.3443
1.4231 1.5227 -1.0430